Computed, not measured: a cluster of 11 separate species, C44H96F30N8OP5 in total in a non-equilibrium geometry, with ωB97M-V with the def2-TZVPD basis set.

Output
Net charge ... +1
LUMO energy ... -1.9049 eV
HOMO level ... -11.96 eV
Kohn-Sham gap ... 10.1 eV
Spin multiplicity ... 1

Last columns: bonded neighbours and bond lengths (Å).
Geometry (Å):
1 P 1.1544 -1.0494 -5.6945  F10 1.557, F11 1.596, F22 1.583, F26 1.602, F27 1.664, F29 1.596
2 P 2.9329 4.3840 0.1112  F13 1.683, F15 1.634, F17 1.649, F24 1.647, F25 1.682, F33 1.652
3 P -5.0309 3.8600 4.2995  F19 1.652, F20 1.654, F23 1.677, F30 1.567, F31 1.654, F32 1.575
4 P -2.4571 -4.2983 4.2516  F6 1.664, F8 1.669, F14 1.639, F21 1.623, F34 1.659, F35 1.667
5 P 4.1529 -1.5678 3.2126  F7 1.698, F9 1.581, F12 1.617, F16 1.649, F18 1.645, F28 1.648
6 F -1.7502 -2.8550 4.6840  P4 1.664
7 F 3.0376 -0.7738 4.2174  P5 1.698
8 F -2.0498 -5.0996 5.6583  P4 1.669
9 F 4.2493 -0.4514 2.0976  P5 1.581
10 F 2.5554 -0.5466 -5.2368  P1 1.557
11 F -0.2424 -1.6223 -6.2118  P1 1.596
12 F 2.9557 -2.2883 2.3985  P5 1.617
13 F 2.1846 5.0536 1.4618  P2 1.683
14 F -3.7923 -3.8726 5.1019  P4 1.639
15 F 3.1599 3.0804 1.0701  P2 1.634
16 F 5.2207 -2.4141 2.2837  P5 1.649
17 F 3.5607 3.7715 -1.2852  P2 1.649
18 F 5.5240 -0.9812 3.9071  P5 1.645
19 F -6.5557 4.3160 3.8571  P3 1.652
20 F -4.4464 5.3999 4.4458  P3 1.654
21 F -3.1325 -5.6782 3.7282  P4 1.623
22 F 0.4584 -0.2067 -4.5493  P1 1.583
23 F -5.4913 2.2642 4.5280  P3 1.677
24 F 2.5706 5.8165 -0.6166  P2 1.647
25 F 4.4747 4.8345 0.6089  P2 1.682
26 F 1.8650 -1.6320 -7.0067  P1 1.602
27 F 1.1516 -2.3836 -4.7006  P1 1.664
28 F 4.0811 -2.7139 4.3942  P5 1.648
29 F 1.1856 0.2488 -6.6216  P1 1.596
30 F -5.4126 4.0212 5.8109  P3 1.567
31 F -3.5287 3.5249 4.9042  P3 1.654
32 F -4.4696 3.7133 2.8355  P3 1.575
33 F 1.4369 3.9134 -0.4068  P2 1.652
34 F -1.0316 -4.8452 3.6033  P4 1.659
35 F -3.0670 -3.5441 2.8962  P4 1.667
36 O -3.4816 -2.1405 9.9132  C46 1.467, H102 0.960
37 N -3.2263 -6.0344 -5.1246  C76 1.547, C78 1.518, C81 1.499, C82 1.574
38 N -3.6495 -0.3768 7.0194  C56 1.604, C69 1.486, C84 1.594, C86 1.474
39 N -0.0095 6.4919 5.2623  C54 1.393, C71 1.424, C88 1.388
40 N 4.4552 -1.5632 -1.9322  C49 1.364, C72 1.438, C77 1.431
41 N -0.2406 0.1966 1.7505  C50 1.572, C60 1.514, C74 1.542, C85 1.540
42 N 1.0492 8.4147 5.8496  C54 1.391, C59 1.434, C63 1.486
43 N 2.8483 3.6266 -5.8362  C47 1.571, C53 1.593, C64 1.553, C67 1.532
44 N 4.5787 -3.6420 -1.0597  C62 1.415, C66 1.427, C77 1.387
45 C 0.2793 -1.7949 0.1885  C51 1.568, C74 1.510, H124 1.090, H154 1.090
46 C -3.4712 -2.5329 8.4996  O36 1.467, C56 1.527, H143 1.090, H160 1.090
47 C 2.4984 3.2952 -7.3318  N43 1.571, H106 1.090, H137 1.090, H169 1.090
48 C 3.1880 -5.0858 0.4276  C62 1.600, H153 1.090, H168 1.090, H179 1.090
49 C 4.3310 -2.4648 -2.9488  N40 1.364, C66 1.418, H136 1.080
50 C 0.2723 1.1015 0.5717  N41 1.572, C83 1.626, H116 1.090, H184 1.090
51 C 0.5618 -0.7947 -0.9856  C45 1.568, C83 1.498, H103 1.090, H178 1.090
52 C -0.1574 4.7265 3.5312  C71 1.550, H96 1.090, H131 1.090, H172 1.090
53 C 1.4143 3.9209 -5.2078  N43 1.593, C79 1.473, H99 1.090, H159 1.090
54 C -0.0711 7.8829 5.2196  N39 1.393, N42 1.391, H161 1.080
55 C 4.9753 2.2938 -5.5094  C64 1.486, C73 1.477, H104 1.090, H181 1.090
56 C -2.7361 -1.5786 7.5618  N38 1.604, C46 1.527, H110 1.090, H158 1.090
57 C -2.4277 -3.8286 -3.8972  C76 1.540, C87 1.575, H149 1.090, H182 1.090
58 C -3.4289 -8.5592 -5.5709  C68 1.547, C82 1.491, H107 1.090, H171 1.090
59 C 1.5957 7.3473 6.6354  N42 1.434, C88 1.421, H112 1.080
60 C 0.3607 0.7547 3.0228  N41 1.514, H98 1.090, H157 1.090, H167 1.090
61 C 5.1990 4.5553 -5.9786  C67 1.534, C73 1.495, H93 1.090, H151 1.090
62 C 4.6352 -4.7274 -0.1533  N44 1.415, C48 1.600, H105 1.090, H166 1.090
63 C 1.5742 9.8043 5.8099  N42 1.486, H95 1.090, H117 1.090, H125 1.090
64 C 3.5371 2.4118 -5.1567  N43 1.553, C55 1.486, H118 1.090, H135 1.090
65 C -0.1249 4.2961 -3.4041  C79 1.557, H90 1.090, H113 1.090, H173 1.090
66 C 4.4992 -3.7912 -2.4764  N44 1.427, C49 1.418, H134 1.080
67 C 3.7264 4.8741 -5.6899  N43 1.532, C61 1.534, H97 1.090, H111 1.090
68 C -2.1360 -8.5269 -6.4200  C58 1.547, C75 1.621, H91 1.090, H148 1.090
69 C -2.9049 0.3139 5.9353  N38 1.486, H140 1.090, H177 1.090, H180 1.090
70 C -4.1754 0.5550 2.1266  C80 1.548, H174 1.090, H175 1.090, H176 1.090
71 C -0.8829 5.5835 4.5998  N39 1.424, C52 1.550, H92 1.090, H123 1.090
72 C 4.6395 -0.1450 -2.0867  N40 1.438, H108 1.090, H129 1.090, H133 1.090
73 C 5.7556 3.4799 -5.1012  C55 1.477, C61 1.495, H114 1.090, H139 1.090
74 C 0.4873 -1.1457 1.5357  N41 1.542, C45 1.510, H101 1.090, H126 1.090
75 C -1.8063 -7.0442 -6.9864  C68 1.621, C81 1.550, H115 1.090, H128 1.090
76 C -3.1677 -5.1779 -3.8378  N37 1.547, C57 1.540, H120 1.090, H130 1.090
77 C 4.7913 -2.3052 -0.7559  N40 1.431, N44 1.387, H146 1.080
78 C -4.3226 -5.4925 -6.0234  N37 1.518, H144 1.090, H162 1.090, H170 1.090
79 C 1.3503 4.5023 -3.8556  C53 1.473, C65 1.557, H164 1.090, H183 1.090
80 C -2.7262 0.9981 1.8105  C70 1.548, C85 1.534, H119 1.090, H150 1.090
81 C -1.8906 -6.0456 -5.8043  N37 1.499, C75 1.550, H121 1.090, H152 1.090
82 C -3.5508 -7.4682 -4.5626  N37 1.574, C58 1.491, H94 1.090, H132 1.090
83 C -0.1645 0.5105 -0.8788  C50 1.626, C51 1.498, H122 1.090, H141 1.090
84 C -5.0220 -0.8116 6.3363  N38 1.594, H89 1.090, H142 1.090, H145 1.090
85 C -1.7355 -0.1718 1.7429  N41 1.540, C80 1.534, H138 1.090, H155 1.090
86 C -4.0647 0.6367 8.0065  N38 1.474, H127 1.090, H156 1.090, H165 1.090
87 C -2.2928 -3.0746 -2.5215  C57 1.575, H100 1.090, H109 1.090, H163 1.090
88 C 0.9472 6.1565 6.2098  N39 1.388, C59 1.421, H147 1.080
89 H -4.6078 -1.6221 5.7365  C84 1.090
90 H -0.0418 4.0247 -2.3517  C65 1.090
91 H -1.2783 -9.0046 -5.9463  C68 1.090
92 H -1.6914 6.0147 4.0095  C71 1.090
93 H 5.8858 5.4003 -6.0286  C61 1.090
94 H -2.9018 -7.8052 -3.7543  C82 1.090
95 H 2.5308 9.7633 5.2890  C63 1.090
96 H 0.4707 5.3624 2.9072  C52 1.090
97 H 3.3256 5.6182 -6.3782  C67 1.090
98 H 1.4420 0.7300 2.8881  C60 1.090
99 H 0.8773 4.6542 -5.8095  C53 1.090
100 H -1.4607 -2.3811 -2.6428  C87 1.090
101 H 1.5482 -0.9454 1.6858  C74 1.090
102 H -3.0420 -2.7677 10.4919  O36 0.960
103 H 1.6263 -0.6569 -1.1752  C51 1.090
104 H 4.9619 2.1457 -6.5892  C55 1.090
105 H 5.4458 -4.5165 0.5443  C62 1.090
106 H 2.1754 4.2494 -7.7481  C47 1.090
107 H -4.2118 -8.3670 -6.3046  C58 1.090
108 H 3.7613 0.4843 -1.9422  C72 1.090
109 H -3.1930 -2.5757 -2.1625  C87 1.090
110 H -2.3217 -1.9734 6.6342  C56 1.090
111 H 3.7057 5.2498 -4.6669  C67 1.090
112 H 2.3549 7.5957 7.3623  C59 1.080
113 H -0.6425 3.4017 -3.7508  C65 1.090
114 H 5.6906 3.7669 -4.0517  C73 1.090
115 H -2.3794 -6.6742 -7.8365  C75 1.090
116 H -0.2076 2.0439 0.8352  C50 1.090
117 H 1.7065 10.1374 6.8393  C63 1.090
118 H 3.0229 1.5775 -5.6338  C64 1.090
119 H -2.6079 1.5993 0.9090  C80 1.090
120 H -4.1856 -5.0507 -3.4692  C76 1.090
121 H -1.0696 -6.1573 -5.0961  C81 1.090
122 H 0.1784 1.1127 -1.7201  C83 1.090
123 H -1.4111 4.8863 5.2503  C71 1.090
124 H -0.7311 -2.1855 0.3097  C45 1.090
125 H 0.9180 10.5537 5.3673  C63 1.090
126 H 0.4252 -1.7447 2.4442  C74 1.090
127 H -4.6576 1.3075 7.3848  C86 1.090
128 H -0.7581 -7.1223 -7.2748  C75 1.090
129 H 4.8791 -0.0259 -3.1434  C72 1.090
130 H -2.5941 -5.7170 -3.0839  C76 1.090
131 H 0.4507 3.8741 3.8339  C52 1.090
132 H -4.5350 -7.5477 -4.1008  C82 1.090
133 H 5.4092 0.2714 -1.4369  C72 1.090
134 H 4.4561 -4.7813 -2.9055  C66 1.080
135 H 3.2204 2.3355 -4.1165  C64 1.090
136 H 4.0590 -1.9919 -3.8808  C49 1.080
137 H 3.3844 2.9321 -7.8525  C47 1.090
138 H -1.9641 -0.7733 2.6226  C85 1.090
139 H 6.8247 3.3228 -5.2445  C73 1.090
140 H -3.6385 0.9629 5.4570  C69 1.090
141 H -1.2499 0.4971 -0.9775  C83 1.090
142 H -5.5436 -0.0585 5.7458  C84 1.090
143 H -4.3671 -2.9460 8.0361  C46 1.090
144 H -4.2560 -6.2468 -6.8075  C78 1.090
145 H -5.7095 -1.2294 7.0718  C84 1.090
146 H 4.9987 -1.9372 0.2380  C77 1.080
147 H 0.9661 5.1395 6.5729  C88 1.080
148 H -2.3752 -9.1152 -7.3059  C68 1.090
149 H -3.0240 -3.3396 -4.6675  C57 1.090
150 H -2.2984 1.5674 2.6357  C80 1.090
151 H 5.2571 4.3673 -7.0507  C61 1.090
152 H -1.8613 -5.0728 -6.2952  C81 1.090
153 H 3.2243 -5.9985 1.0225  C48 1.090
154 H 0.9720 -2.6279 0.0684  C45 1.090
155 H -2.0279 -0.7596 0.8727  C85 1.090
156 H -4.7054 0.3942 8.8544  C86 1.090
157 H 0.1403 0.0979 3.8643  C60 1.090
158 H -1.9414 -1.0966 8.1314  C56 1.090
159 H 0.8857 2.9703 -5.1380  C53 1.090
160 H -2.9047 -3.4569 8.6153  C46 1.090
161 H -0.7703 8.4545 4.6273  C54 1.080
162 H -5.2665 -5.4193 -5.4832  C78 1.090
163 H -1.8670 -3.8005 -1.8287  C87 1.090
164 H 2.0593 4.0339 -3.1730  C79 1.090
165 H -3.2327 1.2593 8.3353  C86 1.090
166 H 5.0227 -5.6083 -0.6651  C62 1.090
167 H 0.0914 1.8093 2.9643  C60 1.090
168 H 2.7971 -4.2554 1.0156  C48 1.090
169 H 1.6622 2.5966 -7.3026  C47 1.090
170 H -4.1536 -4.5816 -6.5976  C78 1.090
171 H -3.6825 -9.5034 -5.0889  C58 1.090
172 H -0.9916 4.3140 2.9637  C52 1.090
173 H -0.7702 5.1746 -3.4000  C65 1.090
174 H -4.4142 -0.0008 1.2199  C70 1.090
175 H -4.4566 0.0780 3.0655  C70 1.090
176 H -4.9731 1.2934 2.0456  C70 1.090
177 H -2.4972 -0.4413 5.2633  C69 1.090
178 H 0.3138 -1.2906 -1.9240  C51 1.090
179 H 2.4885 -5.2557 -0.3910  C48 1.090
180 H -2.1739 0.9182 6.4725  C69 1.090
181 H 5.4744 1.4680 -5.0024  C55 1.090
182 H -1.4278 -3.9693 -4.3076  C57 1.090
183 H 1.5114 5.5803 -3.8683  C79 1.090
184 H 1.3349 1.2232 0.3612  C50 1.090

Here are the Mulliken charges for atoms 1 to 5, given in e:
1 P 1.3317
2 P 1.3850
3 P 1.2222
4 P 1.3119
5 P 1.2781